Density functional theory data (wB97M-V/def2-TZVPD) for a molecular structure, C6H14N2O.

```
23
Properties=species:S:1:pos:R:3:forces:R:3
C -1.68144 -1.24223 -0.44998 0.08 0.09 0.04
C -2.24802 0.06425 0.09836 0.06 -0.07 -0.07
C -0.33998 -1.09353 -1.16196 -0.10 0.31 -0.32
O -0.22450 -0.22626 -2.08286 -0.05 -0.26 0.34
H 0.16796 -2.05664 -1.33628 0.03 0.07 0.06
H -1.59663 -1.99689 0.33501 0.02 0.02 -0.02
H -2.36228 -1.64932 -1.20680 0.04 0.02 0.02
H -1.61095 0.46639 0.88700 0.00 -0.01 0.01
H -3.25066 -0.08360 0.50447 0.05 0.00 -0.02
H -2.31107 0.80868 -0.69706 0.00 -0.02 0.01
C 0.59481 1.94192 -0.70650 0.07 -0.04 0.03
N 0.84203 1.32803 0.54662 0.21 0.05 0.03
N 2.06533 1.50857 0.98538 -0.22 -0.23 -0.21
C 1.01424 -0.84193 0.26946 -0.08 0.17 0.18
C 0.85281 -1.46687 1.43344 0.06 0.06 -0.15
H 2.82855 1.69574 0.33509 -0.17 -0.01 0.01
H 2.29720 0.96843 1.80722 -0.06 0.02 -0.04
H 1.97421 -0.83749 -0.24922 0.05 -0.05 0.01
H 1.43971 2.51992 -1.09699 -0.02 -0.05 0.08
H -0.30663 2.55348 -0.63082 0.03 -0.04 0.03
H 0.30640 1.13228 -1.44726 0.01 -0.08 0.03
H -0.09108 -1.43412 1.96812 -0.02 0.01 -0.02
H 1.63998 -2.05883 1.89557 -0.01 0.02 -0.03
```
Forces are in eV/Å.

Values from the calculation:
Highest occupied orbital energy (spin up / spin down) ... -8.073 / -7.994 eV
DFT total energy ... -11470.789 eV
Relative energy (zero: lowest compared OMol25 entry of this formula, charge and spin) ... 673.57 kJ/mol
Kohn-Sham gap (spin up / spin down) ... 7.4312 / 7.1719 eV

---

Density functional theory data (wB97M-V/def2-TZVPD) for a molecular structure, C2H3N3O3 at a distorted geometry.

```
11
Properties=species:S:1:pos:R:3:forces:R:3
C 1.51691 0.02077 0.07190 -3.87 0.57 -0.26
C -0.48006 0.81257 -0.07566 -2.09 2.06 2.03
H -1.60969 -1.77113 1.18715 0.12 1.35 -2.09
H -2.31640 -2.06530 -0.44105 2.36 3.05 1.75
H -2.29553 0.62041 0.46851 1.86 3.63 -2.83
N -1.78897 -1.28943 0.23042 -1.63 -1.95 0.65
N -0.79663 -0.50846 -0.28626 4.57 -2.40 -1.07
N 0.72043 1.21138 0.29713 -0.78 -1.96 -1.96
O 0.59588 -1.04102 -0.20026 -0.83 -1.04 0.10
O 2.65768 -0.20215 -0.00690 1.54 0.17 0.35
O -1.62146 1.53337 -0.15299 -1.24 -3.48 3.34
```
Forces are in eV/Å.

Values from the calculation:
Highest occupied orbital energy ... -10.283 eV
DFT total energy ... -12730.786 eV
Relative energy (zero: lowest compared OMol25 entry of this formula, charge and spin) ... 305.99 kJ/mol
Kohn-Sham gap ... 10.0505 eV

---

Density functional theory data (wB97M-V/def2-TZVPD) for 10 unconnected molecules or ions with the total composition C21H45N19O10S.

```
96
Properties=species:S:1:pos:R:3:forces:R:3
O -1.12499 -4.82435 0.08991 -0.02 0.02 -0.03
C -0.45879 -4.55112 -1.07512 0.13 0.09 -0.34
C -0.59570 -5.42918 -2.13924 0.13 0.10 0.05
C 0.06988 -5.21580 -3.34072 -0.11 -0.12 0.17
C 0.88305 -4.10727 -3.50024 -0.02 0.03 0.36
C 1.03796 -3.24011 -2.42497 0.09 0.42 0.17
C 0.38800 -3.44016 -1.20912 -0.05 -0.32 0.05
N 0.57759 -2.53948 -0.13669 -0.13 0.00 -0.52
C 0.47358 -1.17530 -0.48175 -0.29 0.16 0.49
C -0.29985 -0.32272 0.30414 0.18 0.28 -0.34
C -0.42532 1.01067 -0.05308 0.05 -0.05 0.04
C 0.20646 1.51210 -1.18533 0.19 -0.08 -0.13
C 0.97553 0.66271 -1.96817 -0.02 -0.40 0.20
C 1.11321 -0.67378 -1.60818 0.10 -0.42 -0.07
S 2.10016 -1.81373 -2.54672 -0.01 0.00 -0.09
H -1.57461 -4.02918 0.43192 0.04 0.12 0.09
H -1.24187 -6.28123 -1.99858 -0.10 -0.11 -0.04
H -0.07136 -5.91486 -4.14811 0.12 -0.07 -0.17
H 1.41242 -3.91760 -4.41968 0.00 0.01 -0.19
H -0.02675 -2.77134 0.63915 0.05 0.10 0.16
H -0.81334 -0.72030 1.16371 -0.12 -0.06 0.11
H -1.04463 1.66120 0.54583 -0.03 0.09 0.07
H 0.10074 2.54572 -1.47322 -0.08 0.17 0.02
H 1.47490 0.98200 -2.87076 -0.04 0.23 -0.13
C 1.99304 4.97173 -2.73266 0.80 0.02 -0.33
O 0.85321 4.85571 -2.29165 0.22 -0.13 0.64
N 2.40520 6.08333 -3.40392 -0.19 -0.11 0.15
N 2.93241 3.99755 -2.58028 -0.27 -0.03 0.12
H 3.33071 6.19236 -3.77183 0.00 -0.05 -0.04
H 1.73401 6.81972 -3.53488 -0.04 0.00 -0.06
H 2.65911 3.16258 -2.09147 0.00 -0.02 0.03
H 3.86804 4.07615 -2.92937 0.00 0.00 -0.03
C -2.38035 -3.30537 2.67749 -0.16 -0.10 0.46
O -2.16099 -2.70545 1.62275 0.19 -0.13 -0.26
N -1.83983 -2.93219 3.85930 0.14 0.18 -0.10
N -3.19928 -4.38999 2.73248 -0.01 -0.03 -0.16
H -2.01268 -3.43336 4.71953 -0.07 -0.03 0.03
H -1.23510 -2.12982 3.85525 0.11 -0.06 -0.07
H -3.61890 -4.70173 1.87650 0.00 -0.02 0.00
H -3.40205 -4.86853 3.59024 -0.01 0.08 0.08
C 3.57103 -6.32315 -5.60092 0.15 0.16 0.07
O 2.38709 -6.20355 -5.87697 -0.16 0.09 -0.16
N 4.08350 -5.89682 -4.41091 -0.08 -0.09 0.04
N 4.46828 -6.89224 -6.45827 -0.08 -0.13 0.04
H 5.05074 -5.97989 -4.16598 0.02 0.05 -0.03
H 3.44627 -5.47165 -3.76172 -0.02 0.02 0.00
H 4.12119 -7.20783 -7.34354 0.00 0.04 -0.02
H 5.44220 -6.99213 -6.24895 0.02 0.06 -0.01
C -2.40055 -5.11384 7.07329 0.11 -0.14 0.14
O -2.75362 -4.25938 6.26665 -0.01 -0.05 -0.11
N -2.39294 -4.87591 8.41206 -0.04 0.05 -0.04
N -1.99223 -6.35574 6.69119 -0.08 0.10 -0.05
H -2.10916 -5.55594 9.09071 0.01 -0.01 0.00
H -2.68790 -3.96844 8.72067 0.00 0.01 0.00
H -1.97778 -6.56000 5.70978 0.04 -0.02 -0.01
H -1.69969 -7.06162 7.33923 0.01 0.00 0.01
C -0.98940 0.71110 5.30260 -0.03 -0.05 -0.14
O 0.10188 0.18929 5.45280 0.00 -0.01 0.02
N -1.14061 2.05615 5.08922 -0.07 0.05 0.21
N -2.15025 -0.00649 5.33735 -0.02 0.11 0.06
H -2.03323 2.49829 4.95967 0.00 0.01 -0.07
H -0.30767 2.61347 5.04681 0.02 -0.02 -0.07
H -2.07220 -0.99157 5.49985 -0.12 -0.04 0.06
H -3.05955 0.39683 5.21059 0.00 0.01 -0.02
C 3.01716 -2.37383 -7.33359 -0.13 -0.01 0.06
O 4.08432 -2.94868 -7.21684 0.07 -0.01 -0.01
N 2.93685 -1.02700 -7.58123 0.02 0.02 -0.03
N 1.81575 -3.01405 -7.22681 0.06 -0.12 -0.01
H 2.06983 -0.53506 -7.67686 -0.01 0.00 0.01
H 3.79937 -0.52442 -7.66394 0.01 -0.01 0.01
H 1.83077 -4.00341 -7.04227 0.04 -0.08 0.07
H 0.93482 -2.54623 -7.31776 0.00 0.02 0.03
C -1.77599 6.33103 -4.39228 0.25 -0.30 -0.07
O -2.31034 6.68074 -5.43284 -0.10 0.10 -0.08
N -0.76305 5.40524 -4.35896 -0.32 0.25 -0.36
N -2.12215 6.82742 -3.17285 -0.14 -0.12 -0.02
H -0.30970 5.11138 -3.50894 -0.12 0.02 -0.04
H -0.47907 5.00896 -5.23393 -0.13 0.02 -0.08
H -2.84477 7.52023 -3.13887 0.05 0.07 0.01
H -1.66670 6.55811 -2.32038 0.04 0.17 0.01
C -2.99075 3.51701 8.46172 0.05 -0.04 0.05
O -3.69045 3.91655 7.54652 -0.02 -0.01 -0.04
N -1.93820 2.67295 8.25358 -0.09 0.03 0.03
N -3.20696 3.88160 9.76342 -0.04 0.01 -0.03
H -1.34776 2.32396 8.98348 0.01 0.00 0.00
H -1.76838 2.40167 7.30196 0.18 -0.06 -0.02
H -3.97328 4.50150 9.94498 -0.01 0.01 -0.01
H -2.64144 3.56350 10.52614 0.02 0.00 0.00
C 0.41511 8.57143 -0.76286 0.05 -0.18 -0.16
O -0.78590 8.45548 -0.92590 -0.18 0.17 0.15
N 1.25215 7.50565 -0.92840 -0.03 0.05 0.08
N 1.00938 9.76158 -0.43701 -0.05 -0.04 0.01
H 2.24640 7.55769 -0.81824 0.01 0.02 0.03
H 0.82704 6.62602 -1.18815 0.12 0.05 0.06
H 0.41103 10.55749 -0.32268 -0.02 0.00 0.00
H 1.99665 9.86703 -0.30791 0.01 -0.01 0.01
```
Forces are in eV/Å.

Values from the calculation:
Highest occupied orbital energy ... -7.151 eV
DFT total energy ... -82140.080 eV
Kohn-Sham gap ... 7.2656 eV

---

Density functional theory data (wB97M-V/def2-TZVPD) for a molecular structure, C47H44F9N3O5P3SSn at a distorted geometry.

```
113
Properties=species:S:1:pos:R:3:forces:R:3
Sn -18.25926 -3.54577 8.48963 -0.74 0.12 -0.52
O -26.52232 -6.76201 6.25216 0.56 -1.59 0.38
C -26.95952 -5.52094 5.92793 1.60 0.38 0.14
C -28.26844 -5.24619 6.07394 -1.59 1.52 -0.18
C -28.68923 -3.92686 5.82671 -0.56 -0.40 -0.22
C -27.78998 -2.95085 5.45395 0.48 1.65 -0.24
C -26.41678 -3.23409 5.33674 -1.07 -0.27 0.73
C -25.98446 -4.53503 5.64756 -0.44 0.16 -0.75
P -24.20327 -4.80471 5.64400 -0.03 -0.46 0.01
C -23.56421 -3.64971 6.91249 -0.68 -1.22 0.17
C -22.31149 -3.09013 6.96227 1.46 1.63 0.76
C -22.01019 -2.22230 8.07087 -0.10 -0.77 -0.38
C -22.88271 -2.06787 9.15075 -0.65 -0.23 -1.38
C -24.12494 -2.70486 9.09147 -0.23 -0.20 0.16
C -24.45180 -3.50623 8.00386 0.59 0.83 -0.12
C -23.61390 -4.68402 3.96017 0.04 -0.04 -0.20
C -22.31447 -4.34453 3.67118 2.17 1.18 1.54
C -21.76713 -4.29383 2.38858 -0.71 -0.18 0.20
C -22.61550 -4.56881 1.31759 -1.11 -0.41 0.95
C -23.95407 -4.97546 1.57639 0.47 -0.19 -0.05
C -24.41067 -5.08401 2.89916 0.71 0.80 -1.60
C -26.22749 -7.67547 5.24317 -0.75 0.97 -0.18
C -27.17941 -8.17174 4.36717 0.59 -0.25 0.33
C -26.72836 -9.05719 3.37430 -2.47 -0.75 -0.40
C -25.44391 -9.49126 3.28822 1.91 0.79 0.46
C -24.49375 -8.86568 4.11621 -0.01 -1.35 0.08
C -24.88799 -8.00250 5.12750 0.92 0.52 -0.36
P -23.68015 -7.06203 6.10154 -0.84 0.55 0.35
C -22.00819 -7.44571 5.61406 0.09 0.11 -0.52
C -21.03817 -7.90619 6.48499 0.67 -0.42 1.16
C -19.75352 -8.26326 6.00346 -1.20 0.65 0.31
C -19.43205 -8.15542 4.66520 -1.24 0.57 -0.05
C -20.43839 -7.69175 3.78460 0.98 -0.40 -0.20
C -21.68395 -7.34732 4.25699 -1.21 0.38 -1.29
C -23.89465 -7.24012 7.86079 0.72 0.05 -0.77
C -23.14787 -6.48643 8.74521 0.61 1.43 1.66
C -23.31549 -6.70826 10.13038 0.67 0.11 -1.41
C -24.21166 -7.65234 10.58627 -0.33 0.60 0.17
C -24.98211 -8.37170 9.67141 -0.58 -0.12 0.50
C -24.76319 -8.20753 8.30974 0.32 0.60 2.05
H -28.98916 -5.97812 6.41447 0.19 -0.17 -0.15
H -29.75575 -3.69297 5.86923 0.38 -0.01 0.21
H -28.10321 -1.86798 5.31212 0.24 -1.68 0.05
H -25.78269 -2.38443 5.12738 0.45 -0.25 -0.10
H -21.55660 -3.19668 6.15718 -0.67 0.18 0.78
H -21.09540 -1.64472 8.09122 0.10 -0.26 -0.27
H -22.72797 -1.34877 9.93741 0.45 -0.02 0.14
H -24.85127 -2.51798 9.89265 0.25 -0.28 -0.43
H -25.42538 -3.91753 7.90547 -0.68 -0.34 0.28
H -21.68074 -4.02314 4.54170 -0.42 -0.53 -1.24
H -20.71540 -4.04320 2.26005 -0.34 0.08 -0.07
H -22.28216 -4.46416 0.31258 0.25 -0.02 -0.62
H -24.65310 -5.23403 0.74443 0.79 0.34 0.81
H -25.41580 -5.31592 3.01513 -1.73 -0.61 0.46
H -28.23207 -7.95730 4.52956 0.19 0.09 -0.27
H -27.47008 -9.53774 2.69552 0.50 0.62 0.62
H -25.10730 -10.25114 2.58925 -0.24 0.20 0.02
H -23.46546 -9.19008 4.07149 0.13 0.07 -0.17
H -21.26577 -8.01104 7.56972 0.28 0.08 -0.95
H -19.02529 -8.55981 6.71958 0.45 -0.37 0.40
H -18.43772 -8.39262 4.32455 0.03 -0.11 -0.19
H -20.20289 -7.64156 2.71933 -0.25 0.11 0.31
H -22.49516 -7.01786 3.54936 1.17 -0.40 0.61
H -22.50064 -5.60590 8.49568 -0.54 -1.17 -0.27
H -22.71611 -6.12573 10.81861 -0.14 0.01 0.04
H -24.34083 -7.64400 11.66657 -0.30 -0.66 -0.23
H -25.83793 -8.97742 10.01705 0.83 0.06 -0.22
H -25.28986 -8.77960 7.63956 -1.28 -1.24 -1.44
C -15.96311 -8.83809 9.48719 0.15 0.31 0.50
C -15.15796 -7.58080 9.75679 -1.26 0.69 0.09
C -15.44202 -6.45416 8.84369 -1.45 0.51 0.13
N -16.12363 -5.39706 9.16041 0.63 -0.75 0.75
N -16.26311 -4.51623 8.13029 -0.25 0.33 0.03
C -15.77195 -4.96477 7.01528 0.92 0.36 -1.70
N -15.71523 -4.26330 5.85701 0.32 -1.31 -0.01
S -15.09748 -6.54790 7.15058 0.36 0.26 -0.20
H -15.58967 -9.55375 10.18158 -0.04 -0.78 0.63
H -15.87123 -9.29822 8.52948 0.37 0.04 -0.95
H -17.00784 -8.67101 9.66381 -0.58 0.09 0.23
H -14.13638 -7.74724 9.70271 2.14 -0.72 -0.23
H -15.30308 -7.23149 10.77616 -0.35 0.06 0.07
H -15.83494 -3.27532 5.86612 -0.20 0.67 0.13
H -15.07316 -4.60485 5.14443 -0.39 0.18 0.26
F -19.70940 -1.14683 5.11830 0.37 0.21 0.01
C -18.35503 -1.11086 5.19675 -0.69 -0.77 1.15
F -17.88996 -0.23414 4.36202 0.28 0.27 -1.11
F -17.97178 -2.37157 4.86247 0.20 0.54 -0.03
C -17.91731 -0.75165 6.65518 -1.10 0.27 0.17
O -18.30074 -1.76696 7.48553 0.77 -0.27 0.08
C -18.75873 0.50964 7.12326 0.50 0.06 0.29
F -19.96076 0.10847 7.56107 0.26 0.22 0.16
F -18.08176 1.06918 8.15934 -0.74 -0.14 -0.62
F -18.98814 1.42166 6.17926 0.46 -0.20 0.31
C -16.38808 -0.40453 6.67764 -0.51 0.03 0.17
F -15.79046 -1.24503 5.81066 0.64 -0.35 0.15
F -15.87425 -0.62194 7.90843 -0.20 0.31 -0.99
F -16.12302 0.82800 6.24312 -0.12 -0.51 0.65
C -15.13903 -3.38742 11.25322 1.83 0.85 -0.34
O -16.49724 -3.66894 11.64735 -0.27 0.70 -0.31
P -17.52073 -2.70883 10.87210 0.78 1.09 0.25
O -16.95890 -1.21598 10.98100 -0.48 -1.01 -0.64
C -16.56691 -0.54418 12.17821 -0.08 0.39 0.66
O -18.88723 -2.85098 11.63784 0.10 -0.15 -0.10
C -19.11549 -3.42758 12.93784 -2.41 1.69 0.96
H -14.69472 -2.59506 11.93095 -0.56 -1.03 -0.76
H -15.01874 -3.01269 10.18256 -0.53 -0.43 1.27
H -14.53624 -4.30309 11.32075 -0.46 0.25 0.19
H -15.94492 0.31724 11.94555 0.03 -0.22 -0.33
H -16.04872 -1.21043 12.84440 0.41 -0.30 0.21
H -17.43262 -0.18810 12.71064 -0.50 0.16 0.05
H -19.96737 -2.81421 13.45680 1.81 -0.93 -1.00
H -18.22752 -3.41275 13.51911 0.67 -0.02 0.55
H -19.50623 -4.41472 12.82461 0.01 -0.73 -0.20
```
Forces are in eV/Å.

Values from the calculation:
Total charge ... +3
Highest occupied orbital energy ... -15.396 eV
DFT total energy ... -133129.506 eV
Relative energy (zero: lowest compared OMol25 entry of this formula, charge and spin) ... 0.00 kJ/mol
Kohn-Sham gap ... 7.6158 eV

---

Density functional theory data (wB97M-V/def2-TZVPD) for a molecular structure, C4H12N3Ni at a distorted geometry.

```
20
Properties=species:S:1:pos:R:3:forces:R:3
C 1.20107 -1.88699 -0.74339 -0.14 -1.02 0.16
Ni 0.55433 -0.14276 -1.20379 0.51 -1.09 0.21
N -0.06011 1.51676 -1.91485 -0.48 1.58 -0.58
H 1.26761 -0.62866 -2.48895 0.57 0.72 -0.68
H -1.06371 1.41924 -2.10745 0.27 0.27 0.11
H 1.90698 -0.50455 -1.92920 0.23 0.74 -1.10
H 1.76657 -2.35710 -1.56058 -0.03 -0.30 0.51
H 0.30633 -2.43857 -0.50596 -0.26 -0.76 0.52
H 1.81510 -1.65840 0.12196 0.26 -0.39 0.36
H 0.07054 2.16211 -1.12599 -0.25 -0.12 -0.58
H 0.41067 1.88003 -2.75155 -0.29 -0.07 0.43
N -1.67272 -0.08731 2.25174 -1.49 -0.34 1.88
C -0.74385 0.87401 2.61575 0.39 0.04 0.11
C 0.12024 1.00490 1.56548 -1.36 -1.23 -1.38
N -0.33933 0.19635 0.51508 0.63 0.60 1.32
C -1.39817 -0.52150 1.00352 0.53 0.21 -1.90
H -2.48204 -0.45293 2.77323 0.99 0.75 -0.22
H -0.76925 1.37142 3.55281 0.01 0.18 0.54
H 1.03148 1.57117 1.43615 -0.22 0.14 0.22
H -1.92175 -1.31721 0.49599 0.12 0.09 0.06
```
Forces are in eV/Å.

Values from the calculation:
Total charge ... -1
Highest occupied orbital energy (spin up / spin down) ... 1.156 / -3.629 eV
DFT total energy ... -49850.603 eV
Multiplicity ... 3
Kohn-Sham gap (spin up / spin down) ... 2.5355 / 7.4868 eV

---

Density functional theory data (wB97M-V/def2-TZVPD) for a gas-phase ion, C4H9OS (charge -1).

```
15
Properties=species:S:1:pos:R:3:forces:R:3
C -2.25598 -0.78583 0.98014 0.19 0.13 0.30
O -2.85490 -1.96930 1.03426 -0.03 -0.03 0.06
C -0.68760 -0.85316 0.81376 -0.53 -0.26 -0.29
C -0.14899 0.27558 -0.04269 -0.13 0.54 -0.17
C 1.31729 0.63946 0.21470 -0.36 -0.70 -0.24
S 2.21356 1.22353 -1.24723 0.37 0.75 0.07
H -2.60789 -0.10482 0.15108 -0.01 -0.09 -0.14
H -2.39945 -0.13343 1.90360 -0.02 -0.03 -0.11
H -0.51956 -1.80994 0.30928 0.16 -0.02 0.12
H -0.20799 -0.89588 1.79057 0.09 0.03 0.19
H -0.77621 1.16781 0.07728 0.10 0.03 0.15
H -0.29200 0.00656 -1.09184 0.10 -0.08 -0.06
H 1.38133 1.41952 0.96810 0.21 -0.01 0.11
H 1.83777 -0.25732 0.53970 0.08 0.06 0.32
H 1.59544 0.45085 -2.12266 -0.21 -0.32 -0.29
```
Forces are in eV/Å.

Values from the calculation:
Total charge ... -1
Highest occupied orbital energy ... -2.288 eV
DFT total energy ... -17176.023 eV
Relative energy (zero: lowest compared OMol25 entry of this formula, charge and spin) ... 131.00 kJ/mol
Kohn-Sham gap ... 5.3009 eV